# 1
C5H6F5I | the ωB97M-V functional and the def2-TZVPD basis

Structure (XYZ):
```
17
Properties=species:S:1:pos:R:3:nbo_charge:R:1
H 0.8536 0.8097 2.5783 0.2548
F 1.1473 2.9993 -0.6287 -0.3106
I 2.8271 0.5140 -0.2245 0.1103
C 0.4819 0.1681 1.6977 -0.7108
C -1.1265 2.6794 -0.1842 0.9090
H 0.9573 -0.8730 1.8486 0.2403
H -0.6376 0.1329 1.8343 0.2309
C -0.0885 -0.0103 -0.8050 -0.6905
H -1.1707 0.0882 -0.7121 0.2382
F 0.6701 2.8710 1.4970 -0.3206
F -1.5717 3.7342 0.4954 -0.3002
F -2.0228 1.7428 0.2004 -0.3237
C 0.7187 0.6491 0.3261 -0.0836
H 0.1557 0.4231 -1.7696 0.2328
F -1.2571 2.7842 -1.5452 -0.3060
H 0.2313 -1.0572 -0.7348 0.2266
C 0.3487 2.4006 0.2561 0.6029
```

Properties
Total charge ... 0
Spin multiplicity ... 1
SMILES ... CC(C)(I)C(F)(F)C(F)(F)F

***

# 2
C12H22F6GaNO6P | the ωB97M-V functional and the def2-TZVPD basis

Structure (XYZ):
```
49
Properties=species:S:1:pos:R:3:nbo_charge:R:1
O 1.4497 -0.4539 3.6065 -0.5293
F 0.4751 -0.1958 -4.1250 -0.2960
H 0.0608 3.6727 2.6101 -0.2898
C -2.9404 -4.0047 -5.2322 -0.6372
F 0.3952 -1.0202 -6.1218 -0.3118
H 1.7712 1.5504 1.5671 0.2108
H -2.8461 1.6465 2.3920 -0.0830
H -0.1726 4.2890 0.1002 -0.3053
F 0.2074 1.9660 3.9177 -0.2729
C 1.0093 0.9547 -1.6949 -0.5212
F -1.2452 0.7172 4.9172 -0.3125
C -0.3329 -0.4378 -5.1573 0.9057
H 2.7391 1.1664 -0.4906 0.1844
H -3.5183 -3.1889 -5.6653 0.2251
O 2.4561 0.6274 -3.5471 -0.6032
P -2.5568 2.4665 1.2654 0.7368
H -2.6791 -3.0691 -3.2957 0.2030
C 1.0148 1.5408 0.7747 -0.8683
Ga -0.2471 3.0961 1.1693 0.6030
C 1.7325 -2.1243 5.6755 -0.0766
O -2.6202 -0.9244 -4.5360 -0.5407
H -2.7851 4.6012 1.4902 0.3448
H 3.4186 -1.3230 6.7474 0.2117
H -0.0547 1.2191 -1.6342 0.2152
C -1.5092 -1.3281 -4.7199 0.6927
F 0.3457 1.6545 6.0494 -0.3198
H 1.5069 -2.6414 4.7432 0.1984
C 1.7663 1.6744 -0.5594 -0.3820
H 1.9938 2.7111 -0.8233 0.2013
C 3.2166 -1.8638 5.8219 -0.6373
H 3.5891 -1.2538 4.9997 0.2291
H 1.1040 -0.1211 -1.5571 0.2254
H -3.0296 1.8318 0.0817 -0.0897
H 0.4790 2.8047 -3.2691 0.4850
F -0.7637 0.7322 -5.6288 -0.3034
H 3.7686 -2.8038 5.8332 0.2141
H 0.5441 0.5533 0.8437 0.1968
O 1.3562 2.5321 -3.5787 -0.6915
O -1.0894 -2.5761 -4.5466 -0.4774
C 0.0513 1.0671 4.8744 0.9013
N -3.4276 3.8145 1.4650 -1.3776
C 1.6356 1.3233 -3.0085 0.8029
O 0.9783 -0.9061 5.7618 -0.4857
C -2.0790 -3.5137 -4.0888 -0.0782
H -3.6319 -4.7717 -4.8841 0.2175
H 1.3781 -2.7509 6.4923 0.1884
C 0.9274 -0.1774 4.6441 0.6914
H -2.3188 -4.4217 -6.0257 0.2119
H -1.5228 -4.3415 -3.6536 0.1936
```

Properties
Total charge ... -1
Spin multiplicity ... 1

***

no.,E_LUMO (eV),orbital gap (Eh)
1,0.33,0.369
2,2.35,0.235